A molecular structure, C60H174CaF6N31O23P9S2 in a non-equilibrium geometry. Source: OMol25; level of theory: ωB97M-V/def2-TZVPD.

Last column: Löwdin charge in e.
Atoms and positions in Å:
Ca (-17.59655, -4.37075, -5.83129)  1.380
C (-13.62349, -2.64529, -7.00641)  -0.611
F (-14.00917, -2.91662, -8.26074)  0.133
F (-12.52627, -3.31076, -6.68815)  0.152
F (-13.39306, -1.33272, -6.87945)  0.132
S (-15.04207, -3.02693, -5.69502)  0.545
O (-14.70251, -2.48123, -4.37507)  -0.302
O (-16.23893, -2.43179, -6.22605)  -0.395
O (-15.32608, -4.50678, -5.64520)  -0.461
C (-22.17178, -5.42543, -6.85377)  -0.663
F (-21.83959, -6.69125, -7.22647)  0.096
F (-21.97560, -4.60422, -7.80196)  0.188
F (-23.48054, -5.38839, -6.58338)  0.121
S (-21.18303, -4.96441, -5.24762)  0.542
O (-19.75192, -4.96235, -5.57700)  -0.458
O (-21.54970, -3.58317, -4.86798)  -0.328
O (-21.50760, -5.95987, -4.22392)  -0.326
O (-26.80913, -3.94026, -6.70866)  -0.303
P (-27.83874, -3.83095, -5.63516)  0.674
N (-27.23267, -2.88057, -4.30837)  -0.299
C (-26.51676, -3.43647, -3.15012)  -0.110
C (-26.93491, -1.47032, -4.54387)  -0.112
N (-28.34489, -5.35503, -4.92528)  -0.283
C (-28.05539, -6.61455, -5.65917)  -0.114
C (-29.26760, -5.47676, -3.72706)  -0.103
N (-29.33931, -2.99540, -6.07703)  -0.292
C (-30.42850, -2.69240, -5.10178)  -0.107
C (-29.27343, -1.90576, -7.04524)  -0.150
H (-25.50193, -3.04085, -3.19168)  0.056
H (-26.50750, -4.52623, -3.12931)  0.056
H (-26.89241, -3.01701, -2.21682)  0.083
H (-25.92091, -1.15088, -4.30333)  0.036
H (-27.72044, -0.93503, -4.01049)  0.084
H (-27.05457, -1.22995, -5.60028)  0.064
H (-27.00788, -6.91287, -5.61632)  0.054
H (-28.77304, -7.33403, -5.26492)  0.083
H (-28.30439, -6.54739, -6.71822)  0.074
H (-29.26122, -4.59103, -3.09180)  0.070
H (-30.29070, -5.74087, -3.99465)  0.076
H (-28.82343, -6.26865, -3.12397)  0.060
H (-30.65611, -3.49738, -4.40300)  0.047
H (-30.21667, -1.79012, -4.52809)  0.077
H (-31.36688, -2.62975, -5.65279)  0.082
H (-29.24131, -0.92471, -6.57131)  0.075
H (-30.19106, -1.95961, -7.63103)  0.078
H (-28.49307, -2.01664, -7.79813)  0.081
O (-21.06160, 3.86645, -10.17083)  -0.313
P (-21.82364, 3.72974, -8.86506)  0.621
N (-21.39931, 2.35465, -7.90456)  -0.292
C (-20.19045, 2.37281, -7.04593)  -0.090
C (-21.93017, 1.07265, -8.14439)  -0.146
N (-23.51669, 3.65756, -8.87788)  -0.313
C (-24.14350, 4.06272, -10.09712)  -0.140
C (-24.44510, 3.54826, -7.70112)  -0.083
N (-21.59287, 5.11062, -7.90401)  -0.299
C (-21.48433, 6.44965, -8.50794)  -0.120
C (-22.11262, 5.28552, -6.52509)  -0.102
H (-19.53622, 3.21607, -7.26726)  0.084
H (-19.60388, 1.46240, -7.16918)  0.069
H (-20.47522, 2.30754, -5.99581)  0.057
H (-22.82978, 1.26521, -8.72896)  0.080
H (-22.08808, 0.45343, -7.26137)  0.056
H (-21.21866, 0.46995, -8.70883)  0.080
H (-24.38945, 5.12299, -10.03851)  0.081
H (-23.38579, 3.89177, -10.86181)  0.067
H (-24.98697, 3.44102, -10.39737)  0.083
H (-23.89117, 2.97637, -6.95667)  0.048
H (-24.81944, 4.50148, -7.32783)  0.073
H (-25.27662, 2.89098, -7.95537)  0.080
H (-22.48129, 6.88924, -8.53842)  0.077
H (-20.83884, 7.12059, -7.94113)  0.074
H (-21.06740, 6.41211, -9.51435)  0.075
H (-21.64449, 6.16359, -6.08017)  0.084
H (-21.85298, 4.41430, -5.92370)  0.053
H (-23.20160, 5.33230, -6.53112)  0.054
O (-17.48807, -6.70166, -5.66495)  -0.357
P (-17.01567, -8.10626, -5.51301)  0.625
N (-16.14434, -8.29132, -4.06377)  -0.258
C (-15.38253, -9.56270, -3.89800)  -0.111
C (-16.62786, -7.89003, -2.72985)  -0.112
N (-16.03589, -8.59201, -6.84903)  -0.293
C (-16.65236, -8.80015, -8.14039)  -0.117
C (-14.71936, -7.97828, -6.99558)  -0.102
N (-18.17938, -9.28996, -5.54343)  -0.299
C (-19.53594, -9.07508, -4.99424)  -0.067
C (-17.79240, -10.67436, -5.76516)  -0.121
H (-15.98898, -10.44652, -3.70008)  0.063
H (-14.74205, -9.46970, -3.02094)  0.081
H (-14.75465, -9.74405, -4.77035)  0.067
H (-17.24894, -8.66640, -2.28306)  0.083
H (-17.32304, -7.06295, -2.87391)  0.058
H (-15.80132, -7.73462, -2.03646)  0.076
H (-17.43080, -9.55308, -8.01699)  0.064
H (-17.08314, -7.88829, -8.55396)  0.066
H (-15.97452, -9.29629, -8.83500)  0.092
H (-14.20100, -8.33516, -7.88555)  0.084
H (-14.80728, -6.89340, -7.05386)  0.065
H (-14.08705, -8.20502, -6.13717)  0.070
H (-19.90718, -8.27605, -5.63599)  0.066
H (-20.17518, -9.95331, -5.08475)  0.080
H (-19.57166, -8.67148, -3.98235)  0.075
H (-16.98931, -10.81050, -6.48946)  0.072
H (-18.60812, -11.10212, -6.34801)  0.085
H (-17.58663, -11.11388, -4.78915)  0.075
O (-21.20591, 1.58776, -2.09379)  -0.296
P (-22.65493, 1.41801, -1.77550)  0.654
N (-23.11690, -0.22562, -1.50308)  -0.281
C (-22.66639, -0.86983, -0.27408)  -0.110
C (-23.30295, -1.15647, -2.62497)  -0.083
N (-23.80359, 2.02339, -2.94863)  -0.280
C (-25.21217, 1.74225, -2.85278)  -0.116
C (-23.31011, 2.73183, -4.10415)  -0.125
N (-23.14623, 2.23637, -0.35019)  -0.311
C (-22.31505, 3.22308, 0.27317)  -0.133
C (-24.39721, 2.03571, 0.34679)  -0.139
H (-23.43918, -1.52571, 0.12682)  0.065
H (-22.46389, -0.15674, 0.52505)  0.074
H (-21.66980, -1.29743, -0.38394)  0.068
H (-22.45249, -0.96929, -3.28054)  0.056
H (-24.18978, -1.08697, -3.25490)  0.038
H (-23.21273, -2.19890, -2.31953)  0.079
H (-25.52271, 0.98813, -3.57594)  0.059
H (-25.54853, 1.47953, -1.84981)  0.054
H (-25.83520, 2.60263, -3.09708)  0.087
H (-22.47287, 2.20940, -4.56696)  0.058
H (-24.05175, 2.85822, -4.89287)  0.069
H (-22.90798, 3.70933, -3.83790)  0.077
H (-21.25649, 3.04572, 0.08317)  0.073
H (-22.55582, 4.20371, -0.13731)  0.080
H (-22.40996, 3.33123, 1.35363)  0.080
H (-24.22493, 1.69277, 1.36699)  0.081
H (-24.97587, 1.25498, -0.14689)  0.052
H (-25.07777, 2.88589, 0.39293)  0.087
O (-17.57712, -4.67715, -8.08182)  -0.361
P (-17.61909, -4.85573, -9.53716)  0.577
N (-16.17192, -4.74106, -10.34093)  -0.290
C (-15.89936, -3.57133, -11.13795)  -0.109
C (-14.98946, -5.53124, -9.93628)  -0.070
N (-18.61968, -3.62355, -10.17636)  -0.272
C (-19.02682, -3.41594, -11.58026)  -0.116
C (-19.32483, -2.64797, -9.24432)  -0.071
N (-18.40129, -6.21782, -10.15951)  -0.281
C (-17.96978, -6.92261, -11.35476)  -0.103
C (-19.67031, -6.65876, -9.56305)  -0.101
H (-16.17577, -2.69092, -10.55780)  0.090
H (-16.42976, -3.66746, -12.08534)  0.071
H (-14.84208, -3.52471, -11.39886)  0.084
H (-15.17634, -6.60482, -9.96089)  0.065
H (-14.69485, -5.25859, -8.92289)  0.062
H (-14.18774, -5.25045, -10.61929)  0.084
H (-18.74011, -4.18883, -12.29337)  0.062
H (-20.11355, -3.37052, -11.65137)  0.081
H (-18.57063, -2.50680, -11.97200)  0.077
H (-20.14343, -3.18660, -8.76696)  0.062
H (-18.63859, -2.28803, -8.47776)  0.059
H (-19.60603, -1.72150, -9.74500)  0.081
H (-18.75658, -7.59522, -11.69629)  0.081
H (-17.62652, -6.30518, -12.18485)  0.075
H (-17.16859, -7.56999, -10.99827)  0.060
H (-19.68681, -7.03424, -8.53989)  0.066
H (-20.03506, -7.60888, -9.95334)  0.055
H (-20.46039, -5.91587, -9.67259)  0.081
O (-26.17749, -7.32494, 1.99139)  -0.301
P (-25.09598, -6.60854, 1.25908)  0.618
N (-25.06141, -4.98041, 1.74921)  -0.311
C (-26.09678, -4.41912, 2.62045)  -0.102
C (-24.03486, -4.02854, 1.38189)  -0.137
N (-25.38649, -6.49717, -0.43679)  -0.287
C (-24.46078, -5.72816, -1.31981)  -0.097
C (-26.73826, -6.62331, -0.92514)  -0.137
N (-23.47934, -7.27704, 1.39152)  -0.309
C (-23.01370, -8.37849, 0.52413)  -0.102
C (-22.90603, -7.27622, 2.73702)  -0.119
H (-26.02221, -4.91755, 3.58694)  0.078
H (-27.08369, -4.57384, 2.18436)  0.077
H (-25.91890, -3.36504, 2.83346)  0.077
H (-24.39796, -3.41719, 0.55575)  0.057
H (-23.15514, -4.59452, 1.07552)  0.069
H (-23.82286, -3.41681, 2.25879)  0.083
H (-23.43815, -5.92875, -1.00030)  0.066
H (-24.48393, -6.16717, -2.31723)  0.065
H (-24.58302, -4.64511, -1.33196)  0.059
H (-27.24626, -7.47641, -0.47540)  0.078
H (-27.31893, -5.76009, -0.59992)  0.078
H (-26.81799, -6.78994, -1.99938)  0.065
H (-21.97348, -8.12784, 0.31623)  0.068
H (-22.99162, -9.34643, 1.02483)  0.087
H (-23.54648, -8.36750, -0.42672)  0.045
H (-21.92486, -7.73339, 2.60892)  0.077
H (-23.50548, -7.81954, 3.46747)  0.083
H (-22.70886, -6.25808, 3.07260)  0.070
O (-25.02612, -9.03772, -10.50812)  -0.307
P (-24.66194, -10.00217, -9.43541)  0.637
N (-24.47734, -11.62607, -10.05636)  -0.304
C (-24.38597, -12.73304, -9.10087)  -0.101
C (-23.92582, -11.77265, -11.39672)  -0.125
N (-25.87669, -10.02966, -8.20338)  -0.286
C (-27.18096, -10.75077, -8.49480)  -0.087
C (-26.10301, -8.79054, -7.35987)  -0.104
N (-23.17312, -9.66764, -8.63723)  -0.300
C (-22.08143, -9.17618, -9.38767)  -0.146
C (-22.74517, -10.26873, -7.36796)  -0.095
H (-24.34027, -13.66579, -9.66301)  0.089
H (-25.19322, -12.67220, -8.37097)  0.065
H (-23.49641, -12.58053, -8.48970)  0.049
H (-24.58482, -12.38454, -12.01267)  0.082
H (-22.90496, -12.14745, -11.47060)  0.084
H (-23.94495, -10.76680, -11.81625)  0.042
H (-27.79534, -10.04906, -9.05893)  0.078
H (-27.05842, -11.65847, -9.08571)  0.066
H (-27.61463, -10.99048, -7.52394)  0.079
H (-25.17897, -8.30757, -7.04209)  0.061
H (-26.63659, -8.10348, -8.01663)  0.069
H (-26.69411, -9.01473, -6.47193)  0.072
H (-22.50653, -8.49756, -10.12719)  0.078
H (-21.31503, -8.62340, -8.84438)  0.050
H (-21.62918, -10.03716, -9.87989)  0.090
H (-21.95031, -9.66431, -6.93097)  0.066
H (-22.48290, -11.32512, -7.42587)  0.070
H (-23.58490, -10.08844, -6.69681)  0.049
O (-20.74575, -8.53867, -15.81596)  -0.315
P (-22.15746, -8.02030, -15.61424)  0.608
N (-22.58773, -6.74122, -16.71050)  -0.325
C (-23.93306, -6.09226, -16.77705)  -0.092
C (-21.48750, -6.05535, -17.33533)  -0.136
N (-22.54287, -7.23615, -14.15452)  -0.300
C (-21.54700, -6.29615, -13.60548)  -0.103
C (-23.91473, -7.19568, -13.53908)  -0.089
N (-23.37104, -9.18672, -15.73980)  -0.316
C (-23.32686, -10.26287, -14.76084)  -0.121
C (-23.90105, -9.58120, -17.02310)  -0.125
H (-23.89141, -5.25385, -16.08175)  0.075
H (-24.72442, -6.78094, -16.48114)  0.064
H (-24.22893, -5.71613, -17.75638)  0.076
H (-20.81372, -6.78231, -17.78880)  0.077
H (-21.04440, -5.39881, -16.58651)  0.072
H (-21.90408, -5.47176, -18.15630)  0.076
H (-21.70616, -5.36015, -14.14090)  0.072
H (-21.78497, -6.06431, -12.56734)  0.069
H (-20.53010, -6.68283, -13.67254)  0.071
H (-24.14835, -6.16392, -13.27643)  0.069
H (-24.70930, -7.59008, -14.17250)  0.071
H (-23.90414, -7.74338, -12.59674)  0.052
H (-24.18978, -10.92759, -14.80111)  0.085
H (-22.51376, -10.93434, -15.03672)  0.082
H (-23.19284, -9.98982, -13.71414)  0.059
H (-23.69002, -8.76059, -17.70878)  0.067
H (-24.98282, -9.69277, -17.09678)  0.082
H (-23.42526, -10.48449, -17.40494)  0.084
O (-17.72740, -4.35651, -3.59044)  -0.378
P (-17.74927, -4.09042, -2.13011)  0.682
N (-19.17429, -4.59483, -1.36507)  -0.283
C (-20.38925, -3.84978, -1.65686)  -0.104
C (-19.41048, -5.98607, -1.13186)  -0.129
N (-17.72928, -2.42870, -1.63946)  -0.284
C (-17.07870, -1.52142, -2.56444)  -0.124
C (-17.98226, -1.96161, -0.25145)  -0.085
N (-16.34973, -4.74572, -1.31990)  -0.266
C (-15.01646, -4.78989, -1.97437)  -0.082
C (-16.44836, -5.45675, -0.01097)  -0.128
H (-20.69787, -3.40205, -0.71220)  0.064
H (-21.15450, -4.47292, -2.11967)  0.069
H (-20.27423, -3.04433, -2.38220)  0.071
H (-18.55542, -6.62353, -0.90684)  0.054
H (-19.77975, -6.46877, -2.03670)  0.078
H (-20.05860, -6.13489, -0.26820)  0.087
H (-15.99091, -1.51798, -2.49519)  0.071
H (-17.26283, -1.85468, -3.58577)  0.042
H (-17.50599, -0.51922, -2.53086)  0.083
H (-17.09555, -2.22753, 0.32398)  0.073
H (-18.18232, -0.89131, -0.20111)  0.080
H (-18.86944, -2.35419, 0.24544)  0.059
H (-15.21942, -5.15437, -2.98138)  0.060
H (-14.50263, -3.83584, -2.09215)  0.071
H (-14.39258, -5.45764, -1.38025)  0.079
H (-15.59028, -5.28404, 0.63862)  0.076
H (-16.42330, -6.53751, -0.15030)  0.053
H (-17.30562, -5.17454, 0.60024)  0.074
C (-23.84901, -2.11664, -7.28747)  0.048
N (-24.41449, -0.80624, -6.85639)  -0.392
O (-25.10624, -0.25806, -7.72706)  0.049
O (-24.13408, -0.35868, -5.73162)  0.018
H (-24.59321, -2.89106, -7.10160)  0.078
H (-22.97241, -2.23945, -6.65140)  0.071
H (-23.62325, -2.05394, -8.35198)  0.107
C (-25.29939, -5.86105, -9.51598)  0.041
N (-25.06761, -4.52290, -10.16556)  -0.405
O (-25.90390, -3.62955, -10.07171)  0.059
O (-24.05125, -4.42023, -10.89729)  0.001
H (-24.32220, -6.34100, -9.46266)  0.080
H (-25.83869, -6.43720, -10.26785)  0.098
H (-25.70354, -5.62911, -8.53060)  0.076
C (-20.03785, -0.50289, -4.57097)  0.039
N (-19.75237, -1.50683, -5.65268)  -0.311
O (-18.86163, -2.33861, -5.39136)  -0.055
O (-20.35231, -1.31937, -6.72262)  0.059
H (-19.93276, -0.84835, -3.54252)  0.085
H (-21.02768, -0.04909, -4.61986)  0.071
H (-19.39967, 0.38068, -4.58196)  0.104
C (-23.68515, -8.52456, -4.17543)  0.003
N (-23.77231, -9.76634, -3.53487)  -0.415
O (-23.63107, -10.78934, -4.23236)  0.056
O (-24.00634, -9.70694, -2.33398)  0.075
H (-23.63525, -7.71500, -3.44726)  0.077
H (-24.55235, -8.25476, -4.77815)  0.101
H (-22.74571, -8.41019, -4.71623)  0.096

Calculated values
frontier orbital gap	0.279	Eh
E	-298343.9632	eV
multiplicity	1



A gas-phase ion, C4H10IN2O2 (charge +1) in a non-equilibrium geometry. Source: OMol25; level of theory: ωB97M-V/def2-TZVPD.

Last column: Löwdin charge in e.
Atoms and positions in Å:
C (-1.64661, -0.45904, 2.68516)  -0.066
O (-0.78408, 0.58461, 2.45165)  -0.052
N (-0.07320, 0.80120, 1.25019)  0.147
C (0.31898, 0.02607, 0.29193)  -0.281
O (0.23186, -1.25786, 0.45604)  0.183
C (0.88233, 0.35201, -1.21847)  -0.875
C (-0.31175, 0.27813, -2.15449)  -0.105
N (1.85886, -0.61474, -1.46178)  0.054
I (1.66291, 2.41290, -1.07869)  0.904
H (-1.89629, -0.48768, 3.71633)  0.105
H (-1.25478, -1.44234, 2.48875)  0.093
H (-2.57079, -0.34334, 2.17264)  0.095
H (-0.05458, 1.79780, 1.38846)  0.153
H (0.63737, -1.63892, -0.30487)  0.100
H (-0.09332, 0.72241, -3.21036)  0.124
H (-0.53607, -0.80325, -2.17312)  0.098
H (-1.17882, 1.02739, -1.94859)  0.128
H (2.06430, -0.46327, -2.37949)  0.070
H (2.74369, -0.49207, -0.97131)  0.124

Calculated values
structure (SMILES)	CO/[NH+]=C(\O)[C@](C)(N)I
charge	+1
frontier orbital gap	0.363	Eh
E	-19476.0536	eV
multiplicity	1



The records above yield lowest unoccupied orbital energy values of -0.2; -3.8 eV, respectively.